Density functional theory data (ωB97M-V/def2-TZVPD) for a structure of composition C45H56BIN10O2Ti.

## Properties
**E_HOMO (alpha / beta)**: -5.56 / -7.19 eV
**Multiplicity**: 3
**HOMO-LUMO gap (alpha / beta)**: 5.7 / 7.3 eV
**LUMO (alpha / beta)**: 0.16 / 0.13 eV

The geometry in XYZ format:
```
116
Properties=species:S:1:pos:R:3:forces:R:3
Ti 0.7826 0.0548 1.0140 0.63 -0.30 0.23
C -2.9459 3.2244 3.7136 0.39 -0.09 0.30
C -1.5595 2.8582 3.2811 0.07 -0.02 0.61
C -0.4109 3.5803 3.5258 -0.03 0.37 0.17
C 0.6514 2.8621 2.9599 0.02 -0.21 -0.03
N 0.1609 1.7328 2.4539 0.21 -0.28 -0.43
N -1.2030 1.7396 2.6236 0.49 -0.44 -0.09
B -2.1098 0.6963 1.8897 0.63 -0.40 -0.23
N -1.7837 -0.7841 2.3163 -0.85 0.94 0.04
N -0.5732 -1.3373 2.0509 -0.13 0.11 0.55
C -0.6024 -2.5828 2.5095 -0.53 -1.05 -0.43
C -1.8866 -2.8415 3.0338 -0.16 -0.04 1.14
C -2.6228 -1.6624 2.9455 1.32 -0.66 -1.00
C -4.0870 -1.5327 3.2399 0.14 0.25 -0.38
C 0.4865 -3.6606 2.3757 -0.16 0.07 -0.53
C 1.2542 -3.7148 3.6623 -1.63 0.93 2.20
C -0.1390 -5.0593 2.1921 0.12 0.10 1.17
C 1.4818 -3.4478 1.2393 0.08 0.50 -0.62
N -1.9444 0.9350 0.3324 -0.23 0.01 -0.11
N -0.7063 1.3001 -0.1077 -0.32 0.15 -0.90
C -0.8702 1.8635 -1.3020 0.21 0.37 -0.65
C -2.2383 1.8680 -1.6672 1.00 -0.71 0.90
C -2.8687 1.2308 -0.6370 -0.35 -0.63 1.20
C -4.3021 0.8079 -0.5052 -0.10 0.12 -0.43
C 0.2588 2.4817 -2.1370 0.50 -0.61 0.80
C 1.5157 2.5832 -1.2499 -0.35 0.56 -0.90
C -0.1404 3.8736 -2.5644 -0.43 0.66 0.25
C 0.5581 1.6420 -3.4015 -1.09 -0.40 1.48
C 2.0942 3.3777 2.8341 -0.76 0.27 -0.23
C 3.0767 2.4406 2.1465 0.49 -0.24 0.44
C 2.6844 3.6855 4.2140 -0.29 1.10 -0.03
C 2.0304 4.6970 2.0368 0.70 -0.03 0.01
H -2.8748 4.1611 4.2340 0.10 0.65 0.11
H -3.5572 3.3908 2.8475 -0.64 -0.15 -0.31
H -3.4271 2.5733 4.4560 0.21 -0.34 -0.59
H -0.3502 4.5186 4.0524 -0.05 0.02 -0.03
H -3.2085 0.8697 2.2183 -0.94 0.29 0.14
H -2.1996 -3.7222 3.6067 0.11 0.33 -0.62
H -4.4344 -2.5328 3.5152 -0.17 0.24 -0.23
H -4.3248 -0.8700 4.0535 0.16 0.33 0.53
H -4.6487 -1.1167 2.3885 0.21 -0.46 0.11
H 0.5452 -3.9901 4.4866 0.48 0.30 -0.47
H 1.9837 -4.4565 3.6797 1.41 -1.41 -0.28
H 1.7194 -2.7835 3.9779 -0.01 0.11 -0.28
H -0.6637 -5.3643 3.1216 0.11 0.11 -0.61
H -0.8044 -5.1158 1.3563 -0.51 0.06 -0.53
H 0.6582 -5.7865 2.0356 0.10 0.02 -0.02
H 1.7901 -2.3894 1.1651 -0.16 -0.64 -0.20
H 2.3683 -4.0304 1.4294 0.48 -0.25 0.38
H 1.1494 -3.8371 0.2632 -0.25 0.50 0.30
H -2.6793 2.2129 -2.5563 -0.38 0.35 -0.88
H -4.9082 1.3509 -1.2419 0.14 -0.23 0.11
H -4.4605 -0.2769 -0.6490 0.28 0.45 -0.04
H -4.6932 1.0541 0.4689 -0.12 0.09 0.43
H 1.2640 3.1251 -0.3453 0.04 -0.06 0.25
H 1.9003 1.6091 -1.0376 0.29 -0.47 0.37
H 2.3079 3.1390 -1.7697 -0.15 -0.08 0.02
H -0.4645 4.5088 -1.7115 0.09 -0.45 -0.43
H 0.7278 4.3708 -3.0094 -0.23 -0.05 -0.23
H -0.9628 3.7888 -3.2843 0.15 0.40 0.03
H 0.8105 0.6336 -3.1113 0.19 -0.31 0.05
H -0.3254 1.5598 -4.0188 -0.21 0.17 -0.29
H 1.3744 2.0406 -3.9363 0.94 0.65 -0.77
H 3.3054 1.6150 2.8044 -0.16 -0.30 0.14
H 2.7770 2.0224 1.1862 -0.03 0.23 -0.09
H 4.0614 2.9288 2.0668 -0.42 0.17 -0.39
H 2.7484 2.7928 4.8048 0.06 -0.48 0.45
H 3.6810 4.0919 4.0514 0.25 -0.12 0.10
H 2.1531 4.4744 4.7907 -0.02 -0.60 -0.43
H 1.7408 4.5840 0.9937 -0.38 -0.19 0.11
H 1.4061 5.4394 2.5271 -0.09 0.05 -0.05
H 3.0558 5.0731 1.9801 -0.02 0.23 0.16
C -4.8932 -0.1958 -6.5548 -0.21 -0.71 1.44
O -3.5806 0.3120 -6.5262 0.02 0.16 0.29
C -2.5074 -0.5197 -6.3147 -0.90 0.75 -0.46
C -1.3103 0.1586 -6.1601 0.38 -0.92 0.05
C -0.1482 -0.5811 -6.0452 -0.10 -0.27 0.34
C -0.1633 -1.9794 -6.0987 -0.28 0.62 -0.06
C -1.3783 -2.6141 -6.3030 0.65 -1.19 0.42
C -2.5519 -1.9015 -6.3404 -0.97 -0.38 -0.07
N 1.0399 -2.7482 -6.0863 0.20 0.43 0.43
N 1.9211 -2.6078 -5.2216 0.14 -0.37 0.18
C 1.8876 -1.8984 -3.9577 -0.30 -0.28 0.19
C 3.1221 -1.4367 -3.5594 -0.12 0.48 -0.09
C 3.3354 -0.7907 -2.3219 0.45 -0.37 0.30
C 2.3647 -0.7886 -1.3260 -0.24 0.19 0.37
O 2.4904 -0.3014 -0.0869 0.08 -0.55 -1.79
C 1.1078 -1.4286 -1.6915 0.09 0.43 1.49
N 0.2143 -1.5304 -0.6561 0.00 0.40 -0.45
C -0.8556 -2.2646 -0.8478 0.25 0.06 0.76
C -1.1358 -2.8965 -2.0550 -0.21 -0.21 -0.30
C -0.3454 -2.7315 -3.1399 1.22 0.92 0.92
C 0.8564 -1.9731 -2.9381 -0.09 -0.76 -2.38
H -5.5984 0.6384 -6.5890 0.35 -0.05 -0.16
H -5.1300 -0.7922 -5.6342 0.26 0.51 -0.48
H -5.0488 -0.8708 -7.3741 -0.09 -0.23 -0.75
H -1.3192 1.2280 -6.1015 0.04 0.35 -0.10
H 0.7745 -0.0793 -5.8533 0.54 0.25 -0.02
H -1.3941 -3.7204 -6.3141 -0.03 0.72 -0.14
H -3.4905 -2.4659 -6.3695 0.29 0.45 -0.20
H 3.9535 -1.5612 -4.2568 -0.23 0.14 0.19
H 4.3436 -0.4388 -2.1089 -0.27 0.10 0.10
H -1.4821 -2.4753 0.0167 -0.05 0.37 -0.08
H -1.9647 -3.5530 -2.1204 -0.86 -0.39 0.04
H -0.5764 -3.1888 -4.0735 0.03 -0.24 -0.28
I 2.5992 0.0348 7.0687 -0.14 0.01 -0.14
C 3.0642 -0.3626 5.0632 -0.22 0.39 0.41
C 4.4027 -0.6349 4.7638 -0.64 -0.28 -0.67
C 4.7268 -0.9522 3.4590 0.28 0.64 -0.91
C 3.7083 -0.9005 2.4855 -0.11 0.20 1.72
N 2.4572 -0.5837 2.7992 -1.22 0.40 0.38
C 2.0834 -0.2931 4.0814 2.63 -1.29 -1.06
H 5.1481 -0.6241 5.5308 0.25 0.04 0.32
H 5.7799 -1.0584 3.1344 -0.80 -0.27 0.35
H 3.8542 -1.0647 1.4491 0.38 -0.19 -0.81
H 1.0562 -0.1326 4.2665 -0.88 0.39 0.15
```
Positions in Å, forces in eV/Å.

***

Density functional theory data (ωB97M-V/def2-TZVPD) for a structure of composition C45H56N3O6P3SiV.

## Properties
**E_HOMO (alpha / beta)**: -1.84 / -2.26 eV
**Total charge**: -2
**Multiplicity**: 4
**HOMO-LUMO gap (alpha / beta)**: 6.0 / 6.4 eV
**LUMO (alpha / beta)**: 4.12 / 4.12 eV
**Relative energy (zero: lowest compared OMol25 entry of this formula, charge and spin)**: 0.0 kcal per mole

The geometry in XYZ format:
```
115
Properties=species:S:1:pos:R:3:forces:R:3
V 0.6182 -0.3600 0.7575 1.11 0.93 0.10
C -0.4725 0.6756 -4.5077 0.00 -0.03 0.10
C -0.1752 -0.8234 -4.4711 -0.03 -0.02 0.09
C 1.1761 -1.1104 -5.1208 -0.01 -0.04 -0.03
P -0.2803 -1.4100 -2.6825 -0.44 -0.24 -0.48
C -0.1269 -3.2667 -2.9127 -0.04 0.10 0.08
C -0.9094 -4.0517 -1.8583 0.00 0.00 -0.01
C 1.3565 -3.6418 -2.7855 -0.13 -0.29 -0.20
C -2.1094 -1.1731 -2.4976 0.15 -0.13 -0.14
C -3.0087 -1.8846 -3.2936 -0.09 0.06 -0.06
C -4.3769 -1.7037 -3.1770 0.03 0.00 -0.01
C -4.8585 -0.7868 -2.2530 0.04 0.01 0.01
C -3.9670 -0.0731 -1.4649 0.05 -0.07 -0.09
C -2.5772 -0.2420 -1.5572 0.05 0.12 0.22
Si -1.3204 0.5663 -0.3037 -1.05 0.49 -0.24
C -2.4912 1.1577 1.1377 -0.01 -0.07 -0.11
C -3.3956 2.2200 1.0486 -0.05 -0.08 -0.04
C -4.1657 2.6206 2.1289 -0.02 -0.03 0.00
C -4.0428 1.9544 3.3416 0.01 0.05 0.03
C -3.1268 0.9218 3.4697 0.01 0.01 0.03
C -2.3391 0.5254 2.3869 0.01 0.10 -0.12
P -0.9674 -0.7055 2.5069 -0.87 -0.21 0.94
C -0.5128 -0.6138 4.3191 0.12 0.07 -0.14
C 0.2254 0.7004 4.5745 -0.07 -0.05 0.00
C 0.3720 -1.7939 4.7206 -0.06 -0.02 -0.04
C -1.8914 -2.3329 2.4546 0.02 0.06 -0.17
C -2.9324 -2.5244 3.5540 0.09 -0.02 -0.01
C -2.5418 -2.5081 1.0822 0.08 0.05 0.01
C -0.7726 2.2510 -1.0541 0.01 -0.12 -0.10
C -1.4928 2.8969 -2.0597 0.01 0.05 0.07
C -1.0294 4.0600 -2.6606 -0.03 -0.01 0.02
C 0.1828 4.5959 -2.2616 0.01 0.02 0.01
C 0.9128 3.9817 -1.2532 -0.02 0.02 0.01
C 0.4521 2.8200 -0.6392 -0.01 -0.08 -0.08
P 1.3026 1.9941 0.7808 0.02 1.52 0.41
C 1.0366 3.3367 2.0954 -0.13 -0.17 -0.04
C 1.6773 4.7043 1.8653 0.08 -0.07 0.00
C -0.4532 3.5485 2.3517 0.06 -0.01 -0.01
C 3.1763 1.9881 0.6491 -0.01 -0.09 -0.06
C 3.7895 1.9896 2.0544 -0.08 -0.02 -0.04
C 3.8827 2.9656 -0.2871 -0.05 -0.07 -0.01
H -0.3701 1.0636 -5.5259 0.02 -0.01 0.00
H 0.2198 1.2317 -3.8694 -0.09 -0.03 -0.09
H -1.4849 0.8873 -4.1608 -0.02 0.01 0.01
H -0.9503 -1.3523 -5.0358 -0.07 -0.04 -0.04
H 1.9955 -0.6840 -4.5353 -0.48 -0.25 -0.36
H 1.2122 -0.6537 -6.1148 -0.02 -0.02 -0.02
H 1.3554 -2.1793 -5.2394 0.00 -0.04 -0.03
H -0.4825 -3.5266 -3.9174 0.00 -0.02 -0.04
H -0.5429 -3.7960 -0.8607 -0.06 -0.09 -0.16
H -0.7487 -5.1250 -1.9993 0.01 0.01 0.02
H -1.9804 -3.8542 -1.8980 -0.03 -0.01 -0.03
H 1.6506 -3.6124 -1.7341 -0.18 -0.27 -0.22
H 2.0116 -2.9716 -3.3412 -0.14 -0.17 -0.10
H 1.5258 -4.6614 -3.1450 -0.05 -0.02 0.03
H -2.6416 -2.6013 -4.0194 0.08 -0.03 0.00
H -5.0585 -2.2761 -3.7969 0.00 0.00 0.01
H -5.9268 -0.6389 -2.1360 0.00 0.02 0.00
H -4.3732 0.6141 -0.7408 -0.04 0.17 0.17
H -3.4741 2.7645 0.1122 -0.03 -0.01 -0.02
H -4.8571 3.4508 2.0330 0.01 0.01 -0.01
H -4.6393 2.2559 4.1954 0.00 0.00 0.00
H -3.0232 0.4471 4.4376 0.03 -0.03 -0.01
H -1.4240 -0.6391 4.9202 0.00 -0.01 0.02
H 1.0621 0.7885 3.8777 0.04 0.02 0.02
H 0.6255 0.7253 5.5927 -0.01 0.00 0.00
H -0.4291 1.5634 4.4420 0.02 0.02 -0.02
H 1.3077 -1.7782 4.1634 0.03 0.00 0.01
H -0.1143 -2.7557 4.5488 0.03 0.00 0.01
H 0.6202 -1.7274 5.7837 -0.01 0.00 0.00
H -1.1112 -3.0943 2.5563 0.03 0.01 -0.02
H -3.6983 -1.7482 3.4963 -0.02 0.00 0.02
H -2.4982 -2.5145 4.5552 -0.02 0.02 0.01
H -3.4269 -3.4903 3.4162 -0.01 0.00 0.01
H -3.3275 -1.7636 0.9278 -0.02 -0.01 -0.01
H -2.9906 -3.5023 1.0014 0.00 0.00 0.01
H -1.8054 -2.3988 0.2878 -0.06 -0.01 0.01
H -2.4311 2.4622 -2.3927 0.01 0.00 -0.03
H -1.5997 4.5299 -3.4545 0.00 0.00 -0.01
H 0.5803 5.4761 -2.7528 0.01 -0.01 0.00
H 1.8675 4.4050 -0.9784 -0.01 0.00 0.01
H 1.4680 2.9075 3.0039 0.04 -0.05 -0.02
H 1.2113 5.2134 1.0215 0.00 0.01 -0.01
H 2.7487 4.6496 1.6869 0.02 0.03 -0.01
H 1.5203 5.3247 2.7544 -0.01 0.01 -0.01
H -0.9257 4.0416 1.4989 -0.01 -0.02 -0.01
H -0.6050 4.1763 3.2363 0.03 0.02 -0.02
H -0.9645 2.6064 2.5115 -0.10 -0.04 0.04
H 3.3646 0.9872 0.2611 -0.04 -0.01 -0.05
H 3.7592 2.9739 2.5247 0.00 0.00 0.02
H 4.8359 1.6827 1.9829 0.01 0.01 0.00
H 3.2873 1.2633 2.6955 0.03 0.00 0.02
H 3.7658 4.0040 0.0247 0.04 0.03 0.00
H 3.5269 2.8729 -1.3126 0.00 0.02 0.02
H 4.9533 2.7399 -0.2839 0.01 0.00 -0.01
O 3.4237 -5.5195 2.4907 -0.01 0.09 -0.01
C 2.9240 -4.4765 2.1298 0.07 -0.23 0.02
C 3.2969 -3.0927 2.6160 0.08 0.24 0.10
O 4.1540 -2.8199 3.4381 -0.04 -0.08 -0.04
C 2.3892 -2.1749 1.9165 -0.15 -0.08 -0.13
C 1.5102 -2.9069 1.0778 0.23 0.00 0.51
O 0.5971 -2.2815 0.4154 0.21 -1.71 -0.54
C 1.7972 -4.3317 1.1301 -0.14 0.04 -0.14
O 1.2534 -5.2396 0.5176 0.03 -0.01 0.08
O 2.2855 -0.9097 2.0192 0.29 -0.18 -0.11
N 2.9349 -1.5714 -1.5616 0.21 0.61 0.22
C 2.4998 -0.3139 -1.8608 0.04 0.00 0.43
O 1.6297 0.2353 -1.1384 0.74 -0.21 0.11
C 3.0854 0.3270 -2.9891 0.39 0.28 -0.07
C 2.7182 1.6181 -3.4288 0.01 -0.01 0.14
N 2.4599 2.6666 -3.8446 0.05 -0.02 0.02
C 4.0456 -0.3468 -3.7771 0.28 0.17 0.22
N 4.8370 -0.9020 -4.4145 -0.08 -0.09 0.00
H 3.4384 -2.0909 -2.2614 0.07 0.10 0.12
H 2.3261 -2.1009 -0.9585 0.01 0.15 0.03
```
Positions in Å, forces in eV/Å.

***

no.,E (hartree)
1,-3618.54396
2,-4621.82215